ORCA calculation (wB97M-V/def2-TZVPD) on 16 unconnected molecules or ions with the total composition C44H77N17O6P.

Properties
- HOMO level: -9.7 eV
- Net charge: +1

Positions of all 145 atoms, in Å:
C 1.0160 -1.9520 5.3575
C -0.5093 -1.3464 5.2562
C -0.9222 -0.9372 3.7049
C -0.8957 0.7047 3.4959
C 0.5205 1.1777 4.2098
N -0.9190 1.0871 2.0012
C -0.9597 2.5901 1.7816
C -2.1248 3.3854 2.5724
C -1.6847 4.0258 4.0033
O -2.6851 3.7675 5.0677
O 0.2405 0.5680 1.5311
C 0.4057 0.5847 0.1028
C 1.9264 -0.0186 -0.1721
O 2.2420 -1.1100 0.7320
C 2.3219 -2.4044 0.0714
C 1.1293 -3.4486 0.4656
P -2.4253 0.3701 1.3431
O -3.6134 0.2754 2.3758
O -3.0719 1.2530 -0.0183
O -2.2223 -1.2747 0.7692
H 0.9438 -3.0717 5.6866
H 1.5399 -1.8516 4.3220
H 1.6495 -1.3584 6.1507
H -0.7295 -0.5039 6.0166
H -1.2099 -2.2415 5.5612
H -1.9968 -1.3796 3.5708
H -0.1628 -1.4920 3.0342
H -1.8072 1.0952 4.0828
H 0.8916 2.2081 3.8408
H 1.3422 0.3981 3.8978
H 0.4272 1.2532 5.3679
H -1.1139 2.8501 0.6439
H 0.0537 3.1200 2.0588
H -2.4195 4.2998 1.8920
H -3.1052 2.8009 2.7506
H -0.6540 3.6824 4.3959
H -1.6413 5.1938 3.9017
H -3.6024 3.8236 4.6584
H -0.2866 -0.0991 -0.5216
H 0.4163 1.6212 -0.4171
H 1.9786 -0.2662 -1.2980
H 2.6791 0.8461 0.0627
H 2.4046 -2.3761 -1.0807
H 3.3165 -2.9067 0.4512
H 0.4877 -3.0802 1.3724
H 0.4340 -3.5983 -0.4713
H 1.6352 -4.4711 0.7489
H -2.3382 1.2642 -0.7118
H -2.1578 -1.2202 -0.2367
C 1.5233 -1.7997 -4.4349
C 0.6873 -0.8382 -3.6262
N 0.0154 -0.0644 -2.9756
H 1.6667 -2.7279 -3.8774
H 1.0228 -2.0251 -5.3779
H 2.4992 -1.3571 -4.6467
C 1.0553 -0.5408 9.4986
C 1.7033 -1.7685 8.9055
N 2.2239 -2.7547 8.4289
H 0.0548 -0.4094 9.0802
H 0.9768 -0.6488 10.5826
H 1.6555 0.3431 9.2712
C -7.3900 0.6480 0.1327
C -6.0538 0.5524 0.8329
N -4.9701 0.4784 1.4020
H -7.9273 1.5351 0.4759
H -7.2398 0.7180 -0.9471
H -7.9896 -0.2384 0.3522
C 1.5551 -0.5614 -8.8717
C 2.1573 -1.5219 -7.8757
N 2.6412 -2.2935 -7.0750
H 2.1538 0.3513 -8.9166
H 1.5302 -1.0203 -9.8626
H 0.5365 -0.3050 -8.5721
C 6.4328 -2.2010 -6.8628
C 5.8969 -0.8197 -7.1508
N 5.4652 0.2900 -7.3822
H 7.0441 -2.1816 -5.9577
H 5.6044 -2.8984 -6.7185
H 7.0457 -2.5439 -7.6993
C -6.3334 4.2232 1.1356
C -5.5853 5.0225 2.1747
N -4.9841 5.6640 3.0104
H -5.6587 3.5056 0.6625
H -7.1572 3.6813 1.6055
H -6.7366 4.8908 0.3709
C 2.1658 -6.3472 5.7714
C 1.9353 -6.4010 4.2804
N 1.7496 -6.4441 3.0820
H 1.2724 -5.9688 6.2727
H 2.3893 -7.3468 6.1493
H 3.0063 -5.6859 5.9943
C -2.4039 -3.7269 -2.5505
C -1.5428 -3.6420 -3.7875
N -0.8511 -3.5739 -4.7814
H -2.8866 -4.7054 -2.4997
H -1.7887 -3.5865 -1.6585
H -3.1729 -2.9515 -2.5788
C 4.4788 -8.3098 1.5544
C 5.3424 -8.2346 0.3186
N 6.0360 -8.1741 -0.6744
H 3.9925 -9.2864 1.6097
H 5.0927 -8.1668 2.4466
H 3.7126 -7.5319 1.5210
C -0.8565 3.5418 -2.8785
C -1.0184 4.4365 -1.6726
N -1.1486 5.1566 -0.7036
H -1.8176 3.4217 -3.3842
H -0.1397 3.9824 -3.5756
H -0.4926 2.5595 -2.5676
C 0.4012 5.3714 -6.7997
C 0.9983 4.4081 -5.8028
N 1.4784 3.6341 -5.0006
H 1.0010 6.2837 -6.8411
H 0.3789 4.9143 -7.7916
H -0.6182 5.6289 -6.5036
C 2.2675 9.7146 -8.4481
C 1.7900 9.0194 -7.1938
N 1.4091 8.4615 -6.1856
H 2.4723 8.9772 -9.2275
H 1.5013 10.4063 -8.8053
H 3.1819 10.2737 -8.2376
C 0.9234 -10.4158 5.0668
C 0.7656 -9.5136 6.2667
N 0.6387 -8.7884 7.2311
H -0.0383 -10.5362 4.5631
H 1.6404 -9.9812 4.3666
H 1.2848 -11.3965 5.3840
C -2.0194 10.0605 -8.7131
C -1.3715 8.8315 -9.3006
N -0.8494 7.8433 -9.7729
H -3.0185 10.1928 -9.1346
H -2.1009 9.9542 -7.6293
H -1.4176 10.9434 -8.9401
C 1.5723 -9.9952 10.3962
C 1.3081 -11.1011 11.3893
N 1.0958 -11.9896 12.1869
H 1.1273 -10.2473 9.4312
H 1.1367 -9.0603 10.7557
H 2.6486 -9.8602 10.2675
C -2.2088 8.3577 -4.0941
C -1.8482 9.6093 -4.8565
N -1.5575 10.6150 -5.4685
H -1.4629 8.1661 -3.3194
H -3.1877 8.4774 -3.6244
H -2.2424 7.5043 -4.7752

Atomic partial charges in e from the Mulliken method, atoms 1 to 4:
1 C -0.45
2 C -0.57
3 C 0.14
4 C -0.28